Record 1
Below is the molecule C24H33N5O4, with properties calculated with ωB97M-V/def2-TZVPD.

Atoms and positions in Å:
C: -5.595595 -0.839931 0.151791
C: -4.493254 -1.888039 0.244579
O: -3.497986 -1.548973 1.196211
C: -2.786949 -0.388223 1.087803
C: -2.398438 0.172964 2.300000
C: -1.612952 1.304114 2.354324
C: -1.195668 1.912524 1.177761
C: -0.306361 3.105371 1.296677
O: -0.291193 3.809642 2.289322
N: 0.502214 3.332582 0.231664
C: 1.565375 4.309017 0.250378
C: 2.924044 3.634987 0.504641
C: 3.131059 2.593769 -0.587517
O: 3.096470 2.940186 -1.759010
N: 3.322695 1.300355 -0.246397
C: 3.263189 0.688258 1.059676
C: 1.907200 0.009304 1.256602
C: 1.628761 -1.027490 0.156094
C: 1.886638 -0.394575 -1.226897
C: 3.248664 0.293043 -1.287337
N: 0.206847 -1.385343 0.236276
C: -0.165655 -2.637129 -0.387214
C: 0.518645 -3.868326 0.243964
C: 1.954290 -3.517950 0.378734
N: 3.022659 -4.357706 0.548825
C: 4.127666 -3.570434 0.598514
N: 3.834669 -2.307112 0.474032
C: 2.476154 -2.253061 0.338923
C: -1.595159 1.373995 -0.042210
C: -2.367786 0.223922 -0.112313
O: -2.731858 -0.380757 -1.283649
C: -2.377582 0.191385 -2.525214
C: -3.275815 1.361281 -2.918436
H: -6.381058 -1.192853 -0.510824
H: -5.198680 0.093504 -0.239318
H: -6.018921 -0.652087 1.135939
H: -4.051019 -2.061751 -0.740696
H: -4.899475 -2.830334 0.624355
H: -2.729856 -0.315998 3.202927
H: -1.315416 1.733046 3.298175
H: 0.549535 2.654662 -0.511865
H: 1.337690 5.021886 1.044789
H: 1.592155 4.819223 -0.715908
H: 3.710873 4.385022 0.415237
H: 2.937267 3.222124 1.508716
H: 3.442446 1.411950 1.852492
H: 4.046094 -0.075856 1.101412
H: 1.888430 -0.484139 2.230535
H: 1.108065 0.752359 1.236028
H: 1.833176 -1.161068 -2.000482
H: 1.094579 0.333395 -1.412089
H: 3.387954 0.786134 -2.250380
H: 4.042012 -0.440285 -1.124254
H: -0.087569 -1.395575 1.207411
H: -1.250721 -2.730470 -0.314494
H: 0.104212 -2.580120 -1.444685
H: 0.079059 -4.074903 1.226081
H: 0.377645 -4.752635 -0.382007
H: 2.987225 -5.361313 0.618071
H: 5.118341 -3.957239 0.726173
H: -1.301803 1.868641 -0.954094
H: -2.507043 -0.626220 -3.240800
H: -1.320580 0.481228 -2.530645
H: -2.981665 1.735166 -3.895240
H: -4.311146 1.031820 -2.965043
H: -3.206817 2.171026 -2.196116

Forces on atoms 1 to 6 (eV/Å):
C 0.38 -0.20 0.13
C -0.57 -0.15 -0.37
O 0.44 0.07 0.02
C 0.03 0.23 -0.01
C -0.06 -0.11 -0.23
C 0.15 0.17 -0.13

The SMILES is CCOc1ccc(C(=O)NCCC(=O)N2CCC3(CC2)NCCc2[nH]cnc23)cc1OCC. As for the HOMO energy: -8.16 eV.

=====

Record 2
Below is a structure of composition C24H33O5Pm at a distorted geometry, with properties calculated with ωB97M-V/def2-TZVPD.

Atoms and positions in Å:
C: 0.528804 3.168351 0.090835
C: -0.090676 1.982645 0.845963
C: 1.566344 2.603690 -0.905433
C: 1.813044 1.095946 -0.507185
H: 2.484997 3.197341 -0.801468
H: 1.199111 2.713286 -1.935927
C: 1.023749 0.956312 0.916329
H: -0.950705 1.612554 0.263537
H: -0.450880 2.291489 1.843550
C: 0.571096 -0.329081 1.653867
H: 1.764189 1.389276 1.619543
H: 2.881015 0.999923 -0.232011
C: 1.574183 0.205602 -1.645117
C: -0.547627 4.033905 -0.538652
C: 1.204511 4.179696 1.021322
O: 2.267406 4.731306 0.778305
O: -1.615619 3.599039 -0.951872
O: -0.199469 5.329095 -0.580907
O: 0.524098 4.440799 2.148311
C: 1.144604 5.489019 2.900545
H: 0.477974 5.673117 3.738354
H: 1.249398 6.377822 2.270715
H: 2.135912 5.170752 3.238636
C: -1.189564 6.166905 -1.169348
H: -1.482948 5.786731 -2.153048
H: -0.712353 7.140213 -1.247182
H: -2.074256 6.219386 -0.524858
O: -0.250052 -1.288107 1.068545
H: 0.025724 0.029096 2.544059
H: 1.476581 -0.838130 2.030563
C: 2.418944 -0.997866 -1.791096
C: 0.320089 0.347533 -2.412267
H: 0.443157 0.998359 -3.297676
H: -0.503344 0.791374 -1.826578
H: -0.034548 -0.626296 -2.789670
H: 1.850926 -1.894754 -2.099363
H: 2.939816 -1.233247 -0.847006
H: 3.202881 -0.851488 -2.555458
Pm: -0.591641 -2.983325 -0.009111
C: 0.182741 -5.436759 1.018437
C: 1.196555 -4.542226 1.486838
C: 0.587713 -3.642896 2.411522
H: 2.253362 -4.562899 1.213953
C: -0.801595 -3.950537 2.487073
C: -1.050486 -5.067220 1.633431
H: -2.004778 -5.578733 1.509632
H: 0.337051 -6.283108 0.346993
H: 1.106783 -2.884495 2.996190
H: -1.536557 -3.432210 3.104608
C: -2.728061 -3.057722 -1.785743
C: -3.098384 -3.786185 -0.617067
C: -3.187430 -2.861654 0.468501
H: -3.320725 -4.853263 -0.575532
C: -2.862507 -1.565927 -0.027434
C: -2.578477 -1.683216 -1.424028
H: -2.357449 -0.857780 -2.102505
H: -2.598620 -3.471779 -2.786982
H: -3.476398 -3.098456 1.493003
H: -2.862892 -0.636540 0.544468
C: 0.521423 -3.936625 -2.165093
H: 0.148821 -3.515545 -3.113045
H: 0.115766 -4.963337 -2.064312
H: 1.619271 -4.009155 -2.204651

Forces on atoms 1 to 6 (eV/Å):
C -0.32 1.20 0.67
C -0.38 -0.05 -0.17
C -0.05 -0.02 0.29
C 0.03 -0.35 -0.09
H -0.31 -0.22 -0.22
H 0.08 -0.33 0.30

Its net charge is -2. The spin multiplicity is 5. As for the HOMO energy (alpha / beta): 2.20 / 2.20 eV.